--- w ---
A cluster of 2 separate species, H4O2 in total. Source: the OMol25 dataset; level of theory: the ωB97M-V functional and the def2-TZVPD basis.

CARTESIAN COORDINATES (ANGSTROEM)
O: -0.206 0.049 -1.968
H: 0.310 0.694 -1.497
H: -0.206 -0.558 -1.212
O: 0.263 -0.092 1.215
H: 0.523 0.130 2.111
H: -0.683 -0.223 1.351

Calculated values
E_LUMO = 0.588 eV
molecular weight = 36.03 g mol⁻¹
frontier orbital gap = 11.85 eV
SMILES string = O.O


--- x ---
A cluster of 2 separate species, H4O2 in total. Source: the OMol25 dataset; level of theory: the ωB97M-V functional and the def2-TZVPD basis.

CARTESIAN COORDINATES (ANGSTROEM)
O: 1.128 0.023 -0.040
H: 1.475 -0.818 0.350
H: 2.077 0.396 -0.182
O: -1.882 -0.103 -0.034
H: -1.834 0.845 0.270
H: -0.965 -0.343 -0.363

Calculated values
E_LUMO = 0.492 eV
molecular weight = 36.03 g mol⁻¹
frontier orbital gap = 11.37 eV
SMILES string = O.O


--- y ---
A cluster of 2 separate species, H4O2 in total. Source: the OMol25 dataset; level of theory: the ωB97M-V functional and the def2-TZVPD basis.

CARTESIAN COORDINATES (ANGSTROEM)
O: -11.260 -20.935 -4.824
H: -11.446 -20.943 -5.763
H: -11.507 -21.809 -4.523
O: -10.745 -20.536 -1.931
H: -10.500 -20.919 -2.773
H: -11.222 -19.738 -2.159

Calculated values
E_LUMO = 0.654 eV
molecular weight = 36.03 g mol⁻¹
frontier orbital gap = 11.83 eV
SMILES string = O.O


Decreasing stability: y, w, x


--- w ---
A cluster of 2 separate species, H4O2 in total. Source: the OMol25 dataset; level of theory: the ωB97M-V functional and the def2-TZVPD basis.

CARTESIAN COORDINATES (ANGSTROEM)
O: 0.834 -1.393 -0.678
H: 0.577 -1.548 0.257
H: 1.484 -0.678 -0.534
O: -1.005 1.477 0.594
H: -0.912 0.552 0.744
H: -0.979 1.591 -0.383

Calculated values
E_LUMO = 0.610 eV
molecular weight = 36.03 g mol⁻¹
frontier orbital gap = 12.27 eV
SMILES string = O.O


--- x ---
A cluster of 2 separate species, H4O2 in total. Source: the OMol25 dataset; level of theory: the ωB97M-V functional and the def2-TZVPD basis.

CARTESIAN COORDINATES (ANGSTROEM)
O: 1.115 0.231 -0.793
H: 0.747 1.125 -0.613
H: 1.405 0.266 -1.732
O: -1.416 -0.408 1.238
H: -1.347 -1.177 0.627
H: -0.505 -0.037 1.273

Calculated values
E_LUMO = 0.688 eV
molecular weight = 36.03 g mol⁻¹
frontier orbital gap = 11.95 eV
SMILES string = O.O


Decreasing stability: x, w


--- w ---
An isolated molecule of C5H4N2O. Source: the OMol25 dataset; level of theory: the ωB97M-V functional and the def2-TZVPD basis.

CARTESIAN COORDINATES (ANGSTROEM)
H: -3.311 -0.270 -0.166
N: -2.603 -1.078 -0.006
C: -1.509 -0.427 -0.039
C: -0.113 -1.042 0.046
C: 0.728 0.019 0.053
C: 2.182 0.086 0.068
O: 2.958 -0.800 -0.184
C: -0.124 1.226 0.017
N: -1.377 0.999 -0.133
H: 0.286 -2.005 0.119
H: 2.596 1.061 0.353
H: 0.286 2.228 -0.128

Calculated values
E_LUMO = -1.599 eV
molecular weight = 108.10 g mol⁻¹
frontier orbital gap = 8.92 eV
SMILES string = [H]/N=C1/C=C(C=O)C=N1


--- x ---
An isolated molecule of C5H4N2O. Source: the OMol25 dataset; level of theory: the ωB97M-V functional and the def2-TZVPD basis.

CARTESIAN COORDINATES (ANGSTROEM)
N: -3.469 -0.676 0.236
C: -2.351 -0.536 -0.077
C: -0.930 -0.174 -0.225
C: -0.379 1.058 -0.118
C: 1.117 0.828 0.100
C: 1.276 -0.615 0.008
O: 2.375 -1.194 0.113
N: 0.035 -1.163 -0.179
H: -0.872 1.984 -0.031
H: 1.481 1.264 1.020
H: 1.748 1.391 -0.672
H: -0.030 -2.168 -0.174

Calculated values
E_LUMO = 0.080 eV
molecular weight = 108.10 g mol⁻¹
frontier orbital gap = 9.50 eV
SMILES string = N#CC1=CCC(=O)N1


--- y ---
A structure of composition C5H4N2O. Source: the OMol25 dataset; level of theory: the ωB97M-V functional and the def2-TZVPD basis.

CARTESIAN COORDINATES (ANGSTROEM)
C: 0.551 -0.190 1.321
C: -0.114 0.300 0.018
C: 0.161 -0.811 -1.151
C: -1.709 0.154 0.056
C: 0.275 1.625 -0.353
H: 1.632 -1.161 0.625
H: 1.048 0.971 2.107
H: -0.386 -0.794 1.656
H: -0.890 -1.181 -2.000
N: -2.863 0.133 -0.520
N: 0.992 2.410 -0.909
O: 1.304 -1.457 -0.850

Calculated values
E_LUMO = -1.655 eV
molecular weight = 108.10 g mol⁻¹
frontier orbital gap = 8.72 eV


Decreasing stability: x, w, y


--- w ---
An isolated molecule of C22H21N3O4. Source: the OMol25 dataset; level of theory: the ωB97M-V functional and the def2-TZVPD basis.

CARTESIAN COORDINATES (ANGSTROEM)
C: -1.047 5.687 3.394
O: -0.796 5.108 2.162
C: -0.943 3.762 2.034
C: -0.318 3.210 0.908
C: -0.324 1.823 0.663
C: -0.905 0.966 1.621
C: -0.909 -0.497 1.547
O: -1.800 -1.082 2.143
N: -0.169 -1.208 0.642
C: 1.171 -0.805 0.454
C: 1.936 -0.597 1.598
C: 3.240 -0.149 1.575
C: 3.865 0.073 0.352
C: 3.124 -0.117 -0.831
C: 1.802 -0.555 -0.826
N: 1.174 -0.756 -2.076
C: 1.978 -1.545 -3.047
N: -0.202 -0.756 -2.316
C: -0.923 -0.117 -3.321
C: -2.277 -0.376 -3.244
C: -2.418 -1.181 -2.036
C: -1.163 -1.377 -1.527
C: -0.866 -2.120 -0.259
C: -0.125 -3.424 -0.469
C: -0.805 -4.299 -1.543
O: -0.068 -4.949 -2.250
O: -2.132 -4.533 -1.432
C: -1.530 1.550 2.758
C: -1.609 2.926 2.913
H: -2.147 5.711 3.539
H: -0.568 5.090 4.195
H: -0.681 6.695 3.462
H: 0.208 3.788 0.171
H: 0.113 1.456 -0.274
H: 1.549 -0.801 2.613
H: 3.797 0.005 2.503
H: 4.867 0.489 0.359
H: 3.651 0.055 -1.761
H: 2.789 -2.133 -2.551
H: 2.434 -0.921 -3.819
H: 1.304 -2.254 -3.559
H: -0.548 0.440 -4.143
H: -3.070 -0.001 -3.872
H: -3.336 -1.526 -1.614
H: -1.838 -2.394 0.183
H: -0.121 -4.022 0.450
H: 0.895 -3.303 -0.787
H: -2.237 -5.309 -2.007
H: -1.900 0.915 3.545
H: -2.120 3.357 3.781

Calculated values
E_LUMO = 0.549 eV
molecular weight = 391.43 g mol⁻¹
frontier orbital gap = 8.60 eV
SMILES string = COc1ccc(C(=O)N2c3ccccc3N(C)n3cccc3[C@H]2CC(=O)O)cc1


--- x ---
An isolated molecule of C22H21N3O4. Source: the OMol25 dataset; level of theory: the ωB97M-V functional and the def2-TZVPD basis.

CARTESIAN COORDINATES (ANGSTROEM)
C: -3.547 -3.328 2.446
O: -2.705 -2.235 2.173
C: -3.052 -1.379 1.175
C: -4.180 -1.515 0.382
C: -4.456 -0.573 -0.612
O: -5.591 -0.799 -1.326
C: -5.943 0.125 -2.330
C: -3.595 0.494 -0.808
C: -2.452 0.623 -0.017
C: -1.601 1.819 -0.299
O: -2.030 2.769 -0.927
N: -0.329 1.725 0.182
C: 0.697 2.652 0.135
C: 0.505 3.950 -0.344
C: 1.539 4.863 -0.336
C: 2.786 4.508 0.155
C: 2.998 3.221 0.607
C: 1.979 2.270 0.589
C: 2.230 0.883 1.054
O: 1.353 0.156 1.513
N: 3.505 0.449 0.943
C: 3.892 -0.900 1.306
C: 3.987 -1.782 0.090
C: 2.836 -2.192 -0.576
C: 2.959 -2.970 -1.714
C: 4.235 -3.308 -2.145
N: 5.334 -2.924 -1.521
C: 5.210 -2.180 -0.436
C: -2.180 -0.305 0.974
H: -3.082 -3.856 3.278
H: -3.623 -4.002 1.587
H: -4.548 -3.000 2.741
H: -4.876 -2.328 0.501
H: -5.182 0.171 -3.115
H: -6.877 -0.241 -2.752
H: -6.097 1.126 -1.916
H: -3.772 1.250 -1.555
H: -0.068 0.872 0.678
H: -0.469 4.227 -0.708
H: 1.367 5.864 -0.701
H: 3.588 5.230 0.186
H: 3.965 2.964 1.016
H: 4.173 0.997 0.425
H: 3.116 -1.273 1.980
H: 4.851 -0.866 1.832
H: 1.865 -1.904 -0.199
H: 2.088 -3.308 -2.253
H: 4.387 -3.913 -3.028
H: 6.140 -1.894 0.041
H: -1.329 -0.238 1.633

Calculated values
E_LUMO = 0.351 eV
molecular weight = 391.43 g mol⁻¹
frontier orbital gap = 8.73 eV
SMILES string = COc1cc(OC)cc(C(=O)Nc2ccccc2C(=O)NCc2cccnc2)c1


Decreasing stability: x, w


--- w ---
An isolated molecule of C7H10O2. Source: the OMol25 dataset; level of theory: the ωB97M-V functional and the def2-TZVPD basis.

CARTESIAN COORDINATES (ANGSTROEM)
C: 0.673 1.318 1.996
O: 0.002 0.121 1.692
C: -0.187 -0.181 0.402
C: -0.814 -1.254 -0.168
C: -1.625 -2.267 0.582
C: -0.596 -1.304 -1.548
O: 0.169 -0.338 -2.034
C: 0.688 0.474 -1.134
C: 1.272 1.792 -1.466
H: 1.660 1.329 1.525
H: 0.781 1.333 3.080
H: 0.106 2.200 1.679
H: -1.053 -3.188 0.693
H: -1.870 -1.892 1.572
H: -2.545 -2.501 0.049
H: -0.944 -2.045 -2.242
H: 2.364 1.774 -1.377
H: 1.021 2.055 -2.496
H: 0.898 2.571 -0.805

Calculated values
E_LUMO (alpha / beta) = 0.933 / 0.933 eV
molecular weight = 126.15 g mol⁻¹
frontier orbital gap (alpha / beta) = 7.74 / 7.74 eV
SMILES string = COc1c(C)coc1C


--- x ---
A cluster of 2 separate species, C7H10O2 in total. Source: the OMol25 dataset; level of theory: the ωB97M-V functional and the def2-TZVPD basis.

CARTESIAN COORDINATES (ANGSTROEM)
C: 0.392 -0.856 -0.541
C: -0.903 -0.435 -0.757
C: 0.816 -1.675 0.644
C: -2.058 -0.758 0.156
C: 1.554 1.167 -0.033
C: -0.773 1.784 -0.420
C: 0.530 2.096 -0.118
O: 2.721 1.714 0.350
O: -1.869 2.158 -0.583
H: 3.379 1.009 0.398
H: 1.044 -0.912 -1.403
H: -1.174 -0.219 -1.787
H: 0.676 3.154 0.086
H: 1.900 -1.678 0.750
H: 0.480 -2.711 0.517
H: 0.384 -1.305 1.572
H: -2.457 -1.755 -0.058
H: -1.773 -0.733 1.210
H: -2.870 -0.043 0.017

Calculated values
E_LUMO = 0.268 eV
molecular weight = 126.15 g mol⁻¹
frontier orbital gap = 8.09 eV


Decreasing stability: w, x